Entry 1:
{
  "formula": "C9H13NO2",
  "method": "ωB97M-V with the def2-TZVPD basis set",
  "total_charge": 0,
  "homo_energy_ev": -8.299,
  "lumo_ev": -0.06,
  "homo_lumo_gap_ev": 8.24,
  "species": ["O", "O", "N", "C", "C", "C", "C", "C", "C", "C", "C", "C", "H", "H", "H", "H", "H", "H", "H", "H", "H", "H", "H", "H", "H"],
  "positions_angstrom": [[-0.2800, 1.7409, -1.9553], [-1.0817, -0.4189, 2.7323], [-0.6649, 1.5293, -0.7646], [-0.3052, 0.4689, -0.1204], [0.9614, -1.4985, 0.5770], [1.9862, 0.0785, -1.0973], [-1.2618, 0.6292, 1.9872], [-1.4841, 2.6491, -0.2061], [-2.2088, 2.6259, 0.9622], [-1.9612, 1.7563, 2.0647], [-0.1834, -1.2664, -1.7077], [0.6595, -0.5856, -0.5624], [0.4629, -1.9060, -2.2946], [-1.1149, -1.4861, -1.0645], [2.7173, -0.6352, -1.5192], [-2.6016, 2.0116, 2.9342], [1.7691, 0.8078, -2.0354], [1.6881, -2.3051, 0.2729], [2.7375, 0.6265, -0.3781], [-0.5117, -0.5722, -2.5756], [0.1559, -2.2081, 0.9654], [-1.6367, 3.4643, -0.8962], [1.3159, -0.7454, 1.3826], [-1.7445, -0.4499, 3.4838], [-2.8985, 3.4234, 0.9975]],
  "atomic_forces_ev_per_a": [[0.08, 0.19, -0.97], [-0.70, -0.58, 1.67], [-0.45, 1.86, 1.13], [-1.59, 1.12, 4.28], [0.54, -1.28, 1.67], [1.35, 1.94, -1.65], [1.60, 0.52, -4.43], [-1.18, -1.79, 1.13], [3.08, -0.25, -2.64], [-1.72, -0.34, 0.98], [-0.90, 2.06, 0.02], [-0.16, 1.27, -1.94], [-0.37, -1.44, 0.60], [1.23, -1.12, -1.87], [-0.80, -0.46, 0.11], [0.68, -0.55, -0.11], [0.30, -1.57, 2.55], [0.07, 1.35, 0.33], [-2.16, -0.71, -0.73], [0.44, -0.40, 1.94], [0.32, 1.69, -0.42], [0.26, -0.41, -0.44], [-0.21, -2.01, -0.78], [0.88, 0.10, -1.07], [-0.60, 0.79, 0.66]]
}

Entry 2:
{
  "formula": "C22H24ClIrNO2P",
  "method": "ωB97M-V with the def2-TZVPD basis set",
  "s2": 6.04,
  "total_charge": 2,
  "homo_energy_ev": [-10.541, -14.760],
  "lumo_ev": [-6.46, -10.88],
  "multiplicity": 5,
  "homo_lumo_gap_ev": [4.08, 3.88],
  "species": ["Ir", "Cl", "P", "O", "O", "N", "C", "C", "C", "C", "C", "C", "C", "C", "C", "C", "C", "C", "C", "C", "C", "C", "C", "C", "C", "C", "C", "C", "H", "H", "H", "H", "H", "H", "H", "H", "H", "H", "H", "H", "H", "H", "H", "H", "H", "H", "H", "H", "H", "H", "H", "H"],
  "positions_angstrom": [[-0.2089, -0.3639, 1.3147], [2.0921, 0.1624, 1.5547], [-0.0615, -0.0582, -0.7988], [-0.3938, -0.4683, 3.2941], [-3.2559, -0.3885, 1.3583], [-0.4320, 0.3442, 5.3596], [0.9287, 2.5313, -0.5879], [-0.6260, -1.0248, 5.8246], [2.5613, 3.5224, -2.0855], [1.4222, -2.4074, -0.9523], [2.6312, 2.3227, -2.7980], [-3.0175, 1.5678, -3.2033], [0.5889, -1.5368, -1.6585], [1.9699, -3.5224, -1.5937], [-1.8314, 1.4072, -2.4792], [1.6757, -3.7832, -2.9337], [-2.5800, -0.7818, -1.7568], [1.0008, 1.3340, -1.3165], [-0.3993, 1.4339, 6.3302], [0.2877, -1.7981, -3.0030], [-1.6120, 0.2337, -1.7478], [-3.9911, 0.5655, -3.1914], [1.8745, 1.2157, -2.4009], [1.7142, 3.6178, -0.9754], [-0.3115, 0.5591, 4.0536], [-2.0890, -0.4056, 1.3121], [-3.7671, -0.6149, -2.4739], [0.8318, -2.9181, -3.6358], [-0.3762, -1.1337, -3.5545], [2.1082, -4.6519, -3.4349], [-1.5550, -1.4447, 5.4098], [-3.1687, 2.4817, -3.7796], [-4.9143, 0.6932, -3.7624], [-1.2111, 2.1503, 6.1442], [1.9541, 0.2678, -2.9329], [3.7674, -1.8263, 1.6182], [1.6552, 4.5496, -0.4138], [0.5891, -3.1064, -4.6805], [0.5467, 1.9875, 6.2634], [-0.5079, 1.0069, 7.3294], [3.1602, 4.3826, -2.3986], [1.6435, -2.2067, 0.0977], [3.2885, 2.2274, -3.6609], [3.7136, -2.5732, 1.6970], [-0.1464, 1.6008, 3.7030], [-2.4120, -1.7081, -1.2031], [-0.6890, -0.9844, 6.9159], [2.6320, -4.1883, -1.0406], [0.2232, -1.6537, 5.5185], [-4.5194, -1.4063, -2.4697], [0.2973, 2.5940, 0.3028], [-1.0810, 2.1962, -2.4779]],
  "atomic_forces_ev_per_a": [[0.37, 0.47, 1.25], [-1.00, -0.05, -0.04], [0.49, 1.54, -3.72], [0.32, 0.77, 1.87], [4.38, -0.03, -0.07], [0.11, 0.53, -1.50], [1.12, 3.32, 0.75], [-0.06, -0.40, 0.20], [1.97, 1.46, -1.87], [-0.05, -0.31, 0.07], [-0.87, -3.48, -0.49], [0.26, 0.02, 0.15], [0.79, 0.14, 1.71], [0.17, 0.72, 1.92], [-0.06, -0.05, -0.03], [-0.72, 0.16, -1.92], [-0.33, -0.06, -0.22], [-2.59, -2.22, 2.20], [0.08, 0.79, 0.05], [-0.16, -0.96, -1.87], [0.05, -0.18, 0.16], [0.11, -0.24, 0.02], [3.43, 1.53, -3.58], [-3.32, -1.39, 3.31], [-0.08, -1.04, 1.65], [-4.83, 0.02, -0.17], [0.01, 0.02, 0.01], [0.03, -0.05, -0.17], [0.19, -0.08, 0.09], [-0.16, 0.25, 0.17], [0.34, 0.13, 0.17], [-0.01, -0.27, 0.20], [0.32, -0.04, 0.25], [0.12, -0.31, 0.14], [0.14, 0.36, -0.04], [0.00, -0.49, 0.02], [0.01, -0.28, -0.10], [0.10, -0.01, 0.27], [-0.18, -0.27, 0.12], [0.05, 0.24, -0.24], [-0.27, -0.39, 0.14], [0.12, -0.09, -0.35], [-0.14, 0.05, 0.24], [0.11, 0.28, -0.03], [-0.08, -0.71, 0.12], [-0.09, 0.17, -0.08], [0.00, -0.21, -0.34], [-0.11, 0.17, -0.14], [-0.32, 0.20, 0.12], [0.25, 0.26, -0.02], [0.18, 0.16, -0.35], [-0.17, -0.14, -0.05]]
}

Entry 3:
{
  "formula": "C6H15F2KNO8PS2",
  "method": "ωB97M-V with the def2-TZVPD basis set",
  "total_charge": 0,
  "homo_energy_ev": -9.541,
  "lumo_ev": -0.83,
  "homo_lumo_gap_ev": 8.71,
  "species": ["K", "S", "S", "P", "F", "F", "O", "O", "O", "O", "O", "O", "O", "O", "N", "C", "C", "C", "C", "C", "C", "H", "H", "H", "H", "H", "H", "H", "H", "H", "H", "H", "H", "H", "H", "H"],
  "positions_angstrom": [[-0.7243, 4.2502, 1.6759], [2.1132, 4.6138, 1.9224], [1.8949, 2.2865, 2.1765], [-1.0843, -0.9515, -1.1928], [0.6680, 1.2669, 2.4798], [1.3447, 6.0752, 1.8832], [-0.6100, -2.5145, -1.1581], [2.4960, 4.5595, 0.5344], [-2.4050, -1.0204, -0.2941], [2.1999, 1.9480, 0.7319], [3.1655, 4.9771, 2.9164], [-1.2352, -0.3599, -2.5313], [0.0208, -0.2053, -0.2573], [2.8272, 1.9654, 3.2369], [1.0800, 3.7963, 2.3954], [-3.4241, -2.8998, 0.5700], [-3.5328, -1.8636, -0.5960], [0.6642, 2.2312, -0.1353], [0.8423, 0.8539, -0.7091], [0.4924, -2.8280, -1.9020], [1.2262, -4.0747, -1.3373], [1.8789, 0.5376, -0.5924], [-3.4717, -2.4273, 1.5511], [1.2136, -2.0221, -2.0384], [-3.5999, -2.3971, -1.5442], [0.7348, 0.9276, -1.7913], [2.1554, -4.3072, -1.8574], [0.8052, -5.0795, -1.3707], [1.5364, 2.8123, -0.4348], [-4.2961, -1.1109, -0.3991], [-4.2887, -3.5629, 0.5400], [0.1301, -3.0962, -2.8944], [-0.2275, 2.6737, -0.5794], [0.5996, 2.3548, 0.9457], [1.3682, -3.8936, -0.2719], [-2.5579, -3.5154, 0.3278]],
  "atomic_forces_ev_per_a": [[-6.87, 1.81, -2.54], [12.84, 13.21, -1.65], [3.18, -5.10, 0.24], [0.33, -0.12, 0.57], [0.48, 1.32, 0.21], [-1.13, -0.83, 0.24], [-1.88, 2.07, 1.60], [-0.35, -0.65, 0.76], [2.36, 0.68, -1.29], [8.64, -0.82, 11.17], [-2.36, -1.68, -2.47], [0.17, -0.36, 0.46], [-1.87, -1.05, 0.11], [-1.57, 1.19, -1.57], [-0.47, -10.84, 4.82], [-1.38, -0.07, -1.45], [0.00, -0.29, 3.01], [-5.40, 1.84, -3.07], [0.57, -0.35, -1.86], [1.69, -2.65, -2.10], [0.07, 0.20, 0.54], [-0.32, -0.32, 0.19], [0.63, 0.04, -0.19], [-0.04, 0.21, 0.34], [0.42, 0.65, -0.23], [-0.36, 0.22, -0.14], [0.37, 0.83, 0.13], [-1.24, 0.36, -0.29], [-1.85, 0.88, -1.57], [-0.77, -0.74, -0.60], [-0.14, -0.18, -0.09], [0.17, 0.19, -0.36], [-1.11, 0.13, -0.74], [-3.56, 0.00, -2.86], [0.57, 0.02, 0.02], [0.18, 0.18, 0.64]]
}

Entry 4:
{
  "formula": "C8H7ClN2S",
  "method": "ωB97M-V with the def2-TZVPD basis set",
  "total_charge": 0,
  "homo_energy_ev": -8.289,
  "lumo_ev": -1.08,
  "homo_lumo_gap_ev": 7.21,
  "species": ["Cl", "S", "N", "N", "C", "C", "C", "C", "C", "C", "C", "C", "H", "H", "H", "H", "H", "H", "H"],
  "positions_angstrom": [[3.4377, -1.9608, 1.0572], [1.2059, -1.4410, -1.2058], [-1.9202, -1.4204, 1.5852], [-2.6564, -0.6964, 0.7491], [2.1253, -0.1787, -0.3170], [-2.1078, 0.5091, 0.4924], [1.7255, 1.0740, -0.7779], [-0.8756, -0.6730, 1.8756], [-0.9384, 0.5624, 1.2118], [3.0974, -0.3614, 0.6540], [0.3973, -0.2536, -2.1028], [0.7620, 1.0316, -1.7767], [2.1528, 1.9756, -0.3768], [-0.1121, -1.0348, 2.5370], [-2.5681, 1.2229, -0.1603], [-0.2304, 1.3642, 1.2555], [-0.3100, -0.5470, -2.8542], [0.3411, 1.8992, -2.2530], [-3.5260, -1.0722, 0.4067]],
  "atomic_forces_ev_per_a": [[-0.03, -0.66, 0.00], [0.26, 0.70, 0.27], [-0.10, -0.80, 0.34], [-0.15, 0.17, -0.18], [-0.80, -0.61, -0.83], [0.20, 0.13, 0.08], [0.20, -0.32, 0.11], [-0.02, 0.16, -0.13], [-0.16, 0.09, -0.08], [0.37, 0.89, 0.41], [0.40, -0.22, 0.35], [-0.20, 0.02, -0.26], [0.12, 0.12, 0.11], [0.10, -0.11, 0.12], [-0.13, 0.11, -0.13], [0.07, 0.16, 0.00], [-0.21, -0.03, -0.15], [-0.06, 0.13, -0.07], [0.15, 0.07, 0.05]]
}

DFT total energy list, top to bottom, in eV: -15120.962 -53417.610 -77047.831 -34743.928